# C22H22N3O2PPdS2

C22H22N3O2PPdS2 as an isolated structure (ωB97M-V/def2-TZVPD, the OMol25 dataset).

Calculated values
Expectation value of S²: 0.75
Net charge: -1
Spin multiplicity: 2
Energy relative to the best compared isomer or geometry (same formula, charge and spin): 4.6 kcal per mole
Kohn-Sham gap (alpha / beta): 6.1228 / 6.0880 eV
Molecular weight: 561.965 g mol⁻¹
Total energy: -2432.102930 Ha
LUMO level (alpha / beta): 2.82 / 2.82 eV
F_max: 0.0196 Eh/bohr

Cartesian coordinates (Å):
Pd1 0.038 -0.260 0.261
C1 4.474 -0.289 -0.133
C2 3.143 -0.673 -0.289
N1 2.146 0.187 -0.271
C3 2.384 1.514 -0.117
C4 3.720 1.993 -0.006
C5 4.761 1.044 0.010
C6 3.978 3.376 0.085
C7 2.919 4.245 0.062
C8 1.599 3.798 -0.017
C9 1.257 2.436 -0.079
N2 0.021 1.888 -0.103
C10 -1.215 2.441 -0.087
C11 -1.549 3.805 -0.089
C12 -2.867 4.263 -0.044
C13 -3.932 3.403 0.000
C14 -3.682 2.016 -0.022
C15 -4.731 1.076 0.006
C16 -4.449 -0.265 -0.042
C17 -3.115 -0.664 -0.115
N3 -2.117 0.190 -0.134
C18 -2.347 1.524 -0.078
H1 5.257 -1.036 -0.123
H2 2.860 -1.710 -0.421
H3 5.782 1.383 0.142
H4 5.000 3.728 0.161
H5 3.106 5.312 0.116
H6 0.836 4.552 -0.013
H7 -0.783 4.555 -0.125
H8 -3.047 5.333 -0.038
H9 -4.953 3.765 0.038
H10 -5.754 1.429 0.073
H11 -5.239 -1.004 -0.023
H12 -2.833 -1.710 -0.150
C19 -0.426 -5.334 4.173
C20 -0.034 -4.582 2.917
O1 -0.188 -3.188 3.166
P1 0.329 -2.095 2.058
S1 -0.232 -0.371 2.884
S2 -0.127 -2.817 0.247
O2 1.950 -2.264 2.126
C21 2.731 -1.736 3.195
C22 2.809 -2.699 4.369
H13 -0.321 -6.408 4.004
H14 -1.462 -5.116 4.434
H15 0.210 -5.042 5.010
H16 -0.668 -4.871 2.077
H17 1.004 -4.800 2.643
H18 2.312 -0.780 3.516
H19 3.721 -1.557 2.770
H20 1.824 -2.810 4.822
H21 3.501 -2.311 5.120
H22 3.157 -3.678 4.036

Results of the natural (NBO) charge analysis, in e, for atoms 1 through 5:
1. Pd 0.62
2. C -0.27
3. C 0.05
4. N -0.45
5. C 0.21



# C47H39F2MnN6S4

C47H39F2MnN6S4 as an isolated structure (ωB97M-V/def2-TZVPD, the OMol25 dataset).

Calculated values
Expectation value of S²: 8.87
Net charge: +1
Spin multiplicity: 6
Energy relative to the best compared isomer or geometry (same formula, charge and spin): 17.6 kcal per mole
Kohn-Sham gap (alpha / beta): 3.3573 / 8.3577 eV
Molecular weight: 909.073 g mol⁻¹
Total energy: -5085.905874 Ha
LUMO level (alpha / beta): -3.04 / -2.56 eV
F_max: 0.0385 Eh/bohr

Cartesian coordinates (Å):
Mn1 0.204 0.172 0.079
N1 -0.807 -1.401 0.248
S1 -1.929 -2.282 0.621
N2 -3.421 -1.640 0.745
S2 -3.893 -0.815 2.005
N3 -2.960 0.342 2.547
S3 -2.357 1.520 1.611
N4 -1.128 1.292 0.826
C1 -3.621 2.203 0.558
C2 -4.528 3.136 1.041
C3 -5.460 3.667 0.164
C4 -5.476 3.267 -1.164
C5 -4.552 2.339 -1.633
C6 -3.610 1.809 -0.771
C7 -2.059 2.769 2.847
C8 -2.343 2.571 4.188
C9 -1.996 3.568 5.090
C10 -1.395 4.736 4.643
C11 -1.128 4.922 3.291
C12 -1.456 3.931 2.383
C13 -4.120 -1.843 3.395
C14 -4.982 -2.938 3.205
C15 -5.380 -3.681 4.295
C16 -4.945 -3.344 5.577
C17 -4.120 -2.239 5.760
C18 -3.708 -1.475 4.684
C19 -5.451 -0.193 1.537
C20 -6.143 -0.651 0.406
C21 -7.455 -0.258 0.223
C22 -8.092 0.563 1.149
C23 -7.409 0.980 2.293
C24 -6.100 0.603 2.499
C25 -1.490 -3.217 2.080
C26 -0.526 -2.645 2.898
C27 -0.083 -3.348 4.004
C28 -0.596 -4.612 4.271
C29 -1.552 -5.174 3.438
C30 -2.008 -4.480 2.328
C31 -2.233 -3.520 -0.621
C32 -1.246 -4.479 -0.794
C33 -1.408 -5.434 -1.783
C34 -2.541 -5.411 -2.587
C35 -3.508 -4.431 -2.415
C36 -3.361 -3.474 -1.421
H1 -4.499 3.442 2.079
H2 -6.180 4.393 0.519
H3 -6.212 3.683 -1.839
H4 -4.570 2.037 -2.671
H5 -2.861 1.101 -1.104
H6 -2.821 1.656 4.508
H7 -2.208 3.437 6.143
H8 -1.134 5.509 5.354
H9 -0.669 5.839 2.948
H10 -1.249 4.030 1.325
H11 -5.333 -3.170 2.206
H12 -6.041 -4.526 4.154
H13 -5.259 -3.936 6.426
H14 -3.795 -1.976 6.759
H15 -3.067 -0.613 4.806
H16 -5.641 -1.295 -0.302
H17 -7.995 -0.590 -0.654
H18 -9.118 0.865 0.992
H19 -7.911 1.597 3.027
H20 -5.564 0.891 3.396
H21 -0.139 -1.668 2.639
H22 0.672 -2.923 4.653
H23 -0.246 -5.165 5.133
H24 -1.943 -6.160 3.650
H25 -2.746 -4.909 1.663
H26 -0.366 -4.465 -0.162
H27 -0.650 -6.192 -1.928
H28 -2.669 -6.161 -3.357
H29 -4.379 -4.411 -3.055
H30 -4.101 -2.702 -1.264
F1 2.606 1.527 -0.528
C37 1.338 1.360 -0.976
F2 1.317 0.046 -1.596
H31 1.165 2.097 -1.758
S4 4.565 0.229 5.348
C38 3.415 0.180 3.986
C39 3.699 -0.553 2.840
C40 2.763 -0.592 1.827
N5 1.589 0.045 1.890
C41 1.327 0.763 2.988
C42 2.202 0.857 4.049
C43 3.832 -1.154 6.232
C44 4.321 -2.437 6.040
C45 3.692 -3.480 6.709
N6 2.654 -3.307 7.520
C46 2.211 -2.068 7.710
C47 2.764 -0.955 7.093
H32 4.633 -1.089 2.745
H33 2.950 -1.168 0.928
H34 0.371 1.272 2.997
H35 1.947 1.447 4.919
H36 5.166 -2.618 5.390
H37 4.035 -4.501 6.588
H38 1.375 -1.964 8.393
H39 2.379 0.037 7.283

Results of the Löwdin charge analysis, in e, for atoms 1 through 5:
1. Mn 0.82
2. N -0.37
3. S 0.81
4. N -0.36
5. S 0.86